1.
This record from the OMol25 dataset describes a single C4H8N2O molecule at a distorted geometry. The level of theory is ωB97M-V/def2-TZVPD.

Geometry as XYZ:
```
15
Properties=species:S:1:pos:R:3:forces:R:3
C -1.9515 -0.2305 0.3076 -1.999 0.252 0.662
C -0.7679 0.1456 -0.4527 1.221 0.830 -1.491
C 0.4082 -0.8144 -0.3342 -0.549 0.807 0.149
C 1.0604 1.3244 -0.0561 -2.319 0.375 -0.116
H -1.7730 -0.4054 1.3707 0.272 0.168 -0.012
H -2.3438 -1.1739 -0.0882 -0.338 0.282 -0.009
H -2.6807 0.6172 0.2283 0.262 -1.011 0.056
H -1.0235 0.2330 -1.5351 0.016 -0.060 0.546
H 0.4085 -1.5567 -1.0890 0.204 -0.774 -0.707
H 0.4483 -1.2638 0.6368 -0.157 -0.599 0.870
H 2.4849 -0.1249 1.1571 0.849 -0.975 -1.891
H 1.8113 2.0372 0.1743 0.309 0.927 0.214
N 1.5061 0.1020 -0.4153 -0.132 -0.900 -1.886
N -0.2240 1.4731 -0.0730 1.306 0.042 0.407
O 2.6367 -0.3627 0.1687 1.056 0.636 3.206
```
Forces are in eV/Å.

- HOMO (eV) = -8.8773
- SMILES = C[C@@H]1CN(O)C=N1
- max |F| (eV/Å) = 3.435
- net charge = 0
- frontier orbital gap (eV) = 9.6173


2.
This record from the OMol25 dataset describes a single C19H20N4O3S molecule at a distorted geometry. The level of theory is ωB97M-V/def2-TZVPD.

Geometry as XYZ:
```
47
Properties=species:S:1:pos:R:3:forces:R:3
O 1.0527 -3.2096 0.5877 0.029 -0.208 -0.133
C 0.7204 -2.0518 0.4187 -0.095 0.114 0.121
N 1.3614 -1.0094 0.9986 0.208 0.309 0.203
H 1.2065 -0.0707 0.6614 -0.032 -0.087 -0.139
C 2.6044 -1.2062 1.7036 -0.138 -0.212 0.231
C 3.7035 -0.4468 1.0390 0.048 0.021 -0.094
N 3.5106 0.5380 0.2136 -0.607 -0.105 0.100
C 4.7621 0.9664 -0.1588 0.679 -0.302 0.273
C 5.1468 1.9858 -1.0210 0.013 -0.090 0.075
C 6.4986 2.1898 -1.2042 -0.019 0.149 -0.127
C 7.4553 1.4081 -0.5539 0.110 -0.066 0.052
C 7.0948 0.3905 0.3072 0.087 -0.084 0.061
C 5.7395 0.1807 0.4951 -0.115 0.549 -0.424
N 5.0271 -0.7150 1.2564 -0.143 -0.116 0.140
H 5.4054 -1.4380 1.8446 -0.071 0.030 -0.054
H 7.8351 -0.2140 0.8097 0.104 -0.034 0.028
H 8.5022 1.6052 -0.7296 0.082 0.009 -0.007
H 6.8319 2.9737 -1.8678 0.019 0.065 -0.054
H 4.4066 2.5881 -1.5219 -0.092 0.076 -0.062
H 2.4996 -0.8696 2.7449 0.094 -0.112 -0.123
H 2.8146 -2.2815 1.7046 -0.028 0.186 0.054
C -0.4581 -1.6740 -0.4198 -0.306 0.036 -0.147
C -1.2525 -0.5674 -0.1392 0.269 -0.129 0.033
C -2.3361 -0.2934 -0.9476 -0.369 0.447 -0.062
C -2.6501 -1.0852 -2.0347 -0.105 0.107 -0.057
C -1.8668 -2.1955 -2.3096 0.052 -0.001 0.070
C -0.7856 -2.4922 -1.4986 0.045 0.004 0.058
H -0.1727 -3.3610 -1.6872 0.042 -0.068 -0.004
H -2.1019 -2.8290 -3.1513 -0.016 -0.035 -0.071
H -3.4955 -0.8176 -2.6485 -0.093 -0.022 -0.120
S -3.3877 1.0860 -0.5049 0.050 -0.479 0.144
O -4.1713 1.4574 -1.6521 0.044 -0.262 0.033
O -2.5914 2.0920 0.1357 0.081 -0.151 0.195
N -4.3243 0.3342 0.6694 0.672 0.594 -0.663
C -5.5337 -0.3067 0.1649 -0.400 -0.623 -0.491
H -5.6703 -0.0125 -0.8783 -0.156 -0.156 0.099
H -5.4174 -1.3930 0.2151 -0.102 0.062 -0.059
C -6.6902 0.1951 1.0430 0.115 0.089 0.028
H -6.8996 -0.5252 1.8347 -0.052 -0.011 -0.005
H -7.5979 0.3532 0.4651 -0.038 -0.069 0.001
C -6.1383 1.4861 1.6466 0.105 -0.151 0.030
H -6.6293 1.7647 2.5765 -0.023 0.063 0.013
H -6.2262 2.3054 0.9322 -0.005 0.067 0.012
C -4.6663 1.1291 1.8389 0.008 0.512 0.499
H -4.0008 1.9886 1.8882 -0.071 -0.039 0.216
H -4.5282 0.5093 2.7317 0.001 0.097 -0.028
H -1.0633 0.0826 0.7003 0.120 0.025 0.153
```
Forces are in eV/Å.

- HOMO (eV) = -8.6697
- SMILES = O=C(NCc1nc2ccccc2[nH]1)c1cccc(S(=O)(=O)N2CCCC2)c1
- max |F| (eV/Å) = 1.115
- net charge = 0
- frontier orbital gap (eV) = 9.2238


3.
This record from the OMol25 dataset describes 3 unconnected molecules or ions with the total composition C21H45N3O5S at a distorted geometry. The level of theory is ωB97M-V/def2-TZVPD.

Geometry as XYZ:
```
75
Properties=species:S:1:pos:R:3:forces:R:3
C -0.9386 0.4920 -5.0718 0.029 0.296 -0.141
C -1.4027 1.9521 -5.1512 0.030 -0.477 -0.310
C -2.5713 2.0812 -6.1333 0.320 -0.166 -0.018
N -3.4107 3.1990 -5.7499 0.448 0.479 -0.407
O -4.6666 3.2064 -6.4020 -0.362 -0.020 0.484
S -5.8397 2.1057 -5.9806 0.250 0.341 -0.294
O -5.5864 0.8911 -6.7001 -0.008 -0.358 -0.119
O -5.3347 1.7932 -4.4592 0.071 -0.007 0.003
H 0.0903 0.4210 -4.7268 0.027 0.001 0.174
H -1.5760 -0.0965 -4.4171 -0.081 -0.105 -0.005
H -0.9715 0.0631 -6.0733 0.010 -0.170 -0.012
H -1.7007 2.3097 -4.1662 0.118 0.098 0.123
H -0.5608 2.5377 -5.5113 -0.049 0.343 0.195
H -3.1086 1.1351 -6.2027 -0.176 -0.012 0.176
H -2.1632 2.2918 -7.1227 -0.134 -0.055 -0.128
H -3.5426 3.2598 -4.7510 -0.350 -0.264 0.105
H -5.8951 2.2964 -3.8585 -0.112 0.086 0.213
C 2.3413 1.8689 1.1010 0.240 0.045 0.057
C 1.8804 1.4049 -0.2920 -0.165 0.282 1.000
C 1.9190 -0.1195 -0.4218 0.243 -0.348 -0.225
C 3.3210 -0.6953 -0.6064 -0.018 0.121 0.003
C 4.0282 -0.0106 -1.7743 -0.220 -0.270 0.051
C 4.0741 1.5104 -1.6323 0.854 0.362 0.359
N 2.6970 2.0442 -1.3714 -0.518 -1.127 -0.784
O 2.0226 2.1468 -2.4647 0.061 0.468 0.099
C 5.0652 1.8986 -0.5187 -0.088 0.004 0.080
C 4.6007 2.1411 -2.9156 -0.133 0.003 -0.237
C 0.4298 1.8570 -0.4110 -0.140 0.067 -0.233
H 3.4093 1.8010 1.2796 -0.048 -0.069 -0.066
H 2.0557 2.9092 1.2633 0.003 0.023 -0.048
H 1.8594 1.2678 1.8734 -0.133 -0.013 -0.074
H 1.3113 -0.4149 -1.2829 0.010 0.110 -0.047
H 1.4442 -0.5664 0.4537 -0.074 0.065 0.023
H 3.9000 -0.5939 0.3160 0.015 0.041 -0.008
H 3.2480 -1.7663 -0.8033 0.004 -0.012 0.026
H 5.0506 -0.3822 -1.8726 0.042 0.045 -0.010
H 3.5087 -0.2685 -2.7025 -0.040 0.088 -0.003
H 4.9461 2.9452 -0.2366 -0.020 0.004 0.006
H 6.0832 1.7644 -0.8831 -0.011 0.008 -0.103
H 4.9817 1.2839 0.3744 -0.028 0.013 -0.021
H 4.0245 1.8367 -3.7862 -0.060 0.047 0.051
H 5.6317 1.8241 -3.0684 0.047 -0.014 0.062
H 4.5789 3.2299 -2.8529 -0.009 -0.004 0.010
H 0.3556 2.9449 -0.4161 0.027 0.003 -0.012
H -0.1205 1.4768 0.4506 0.028 -0.017 0.057
H -0.0468 1.4773 -1.3121 0.052 0.022 -0.019
C 0.1959 -2.8301 5.4365 -0.157 -0.118 -0.007
C -0.0816 -1.9588 4.1982 0.531 -0.407 0.800
C -0.7480 -0.6371 4.5912 -0.367 0.183 -0.130
C -2.2285 -0.7694 4.9435 0.064 -0.070 -0.053
C -2.9852 -1.4696 3.8150 0.116 0.333 0.092
C -2.3879 -2.8290 3.4534 -0.470 -0.773 0.435
N -0.9188 -2.6875 3.1956 -0.274 1.316 -0.548
O -0.6946 -2.2580 2.0004 0.155 -0.448 0.010
C -2.6838 -3.8421 4.5760 0.107 0.025 0.047
C -3.0496 -3.3769 2.1950 0.028 0.116 -0.252
C 1.2782 -1.6633 3.5861 0.224 0.143 -0.276
H -0.6851 -3.2832 5.8774 0.014 0.082 -0.011
H 0.8831 -3.6373 5.1807 -0.016 -0.019 -0.036
H 0.6649 -2.2231 6.2114 0.074 0.048 -0.061
H -0.6533 0.0651 3.7562 0.005 -0.082 -0.066
H -0.1950 -0.2028 5.4258 0.053 -0.021 0.010
H -2.3503 -1.3060 5.8882 0.005 -0.043 -0.017
H -2.6518 0.2242 5.1014 -0.006 0.001 0.028
H -4.0327 -1.6115 4.0891 -0.022 -0.049 -0.006
H -2.9755 -0.8256 2.9301 0.068 -0.059 -0.045
H -2.0772 -4.7409 4.4613 0.022 0.005 0.000
H -3.7312 -4.1372 4.5242 -0.024 0.016 -0.100
H -2.5330 -3.4438 5.5764 0.018 0.005 -0.029
H -2.9881 -2.6782 1.3640 0.087 -0.023 0.017
H -4.1034 -3.5608 2.4011 -0.023 -0.023 0.073
H -2.5878 -4.3162 1.8888 0.009 0.006 0.009
H 1.7502 -2.5704 3.2078 -0.058 -0.021 -0.016
H 1.9337 -1.2370 4.3468 -0.061 -0.027 0.118
H 1.2144 -0.9483 2.7685 -0.055 -0.053 -0.018
```
Forces are in eV/Å.

- ⟨S²⟩ = 2.01
- multiplicity = 3
- HOMO (spin up / spin down) (eV) = -8.2378 / -8.9955
- max |F| (eV/Å) = 1.468
- net charge = 0
- frontier orbital gap (spin up / spin down) (eV) = 8.5982 / 9.2969


4.
This record from the OMol25 dataset describes 2 unconnected molecules or ions with the total composition C5H11NO. The level of theory is ωB97M-V/def2-TZVPD.

Geometry as XYZ:
```
18
Properties=species:S:1:pos:R:3:forces:R:3
C 0.2561 1.0274 2.5144 -0.455 0.065 0.065
N 0.1581 1.9834 1.4410 0.311 0.252 -0.142
C 0.0017 1.5697 0.1386 -0.120 -0.170 -0.391
C -0.4566 0.3817 -0.2699 -0.188 -0.062 -0.093
C -0.4634 -0.0196 -1.6693 0.561 -0.265 0.154
C -0.9041 -1.1909 -2.1216 0.019 0.713 -0.406
H 0.2780 1.5309 3.4798 -0.075 0.104 -0.093
H 1.1819 0.4654 2.4265 0.126 -0.185 -0.105
H -0.5827 0.3249 2.5106 0.011 -0.040 0.187
H -0.1316 2.9238 1.6353 0.159 0.032 0.208
H 0.3208 2.2540 -0.6455 -0.037 0.271 0.261
H -0.8729 -0.3238 0.4364 0.050 -0.129 0.143
H 0.0728 0.6137 -2.3734 -0.120 0.157 0.114
H -0.7272 -1.3967 -3.1696 -0.313 -0.376 0.076
H -1.4368 -1.8785 -1.4893 0.031 -0.336 0.013
H 1.2462 -3.5773 0.1804 -0.031 0.295 -0.296
H 0.9845 -2.1059 -0.2010 0.018 -0.196 -0.168
O 1.1117 -2.9884 -0.5785 0.054 -0.131 0.473
```
Forces are in eV/Å.

- HOMO (eV) = -7.6236
- SMILES = C=C/C=C/NC.O
- max |F| (eV/Å) = 0.821
- net charge = 0
- frontier orbital gap (eV) = 8.4475


5.
This record from the OMol25 dataset describes a molecular structure, CH5NOS at a distorted geometry. The level of theory is ωB97M-V/def2-TZVPD.

Geometry as XYZ:
```
9
Properties=species:S:1:pos:R:3:forces:R:3
C -0.9025 1.1867 -0.2147 0.609 0.148 0.721
N -0.0289 -1.2903 -0.4792 0.163 -0.178 0.779
O -0.1821 -0.4111 1.8695 -0.044 0.843 -1.280
S 0.0213 0.0906 0.5158 3.016 -2.224 -0.646
H -1.2848 1.8851 0.5271 0.018 0.253 -0.448
H -0.2463 1.4952 -1.0327 -0.667 0.525 -0.190
H 0.2726 -1.2615 -1.4559 -0.237 0.755 0.368
H 0.6028 -1.9229 0.0055 -0.019 -0.278 -0.061
H 1.7479 0.2282 0.2648 -2.840 0.156 0.757
```
Forces are in eV/Å.

- HOMO (eV) = -8.9771
- max |F| (eV/Å) = 3.803
- net charge = 0
- frontier orbital gap (eV) = 8.9419


6.
This record from the OMol25 dataset describes a molecular structure, C24H24N4O4 at a distorted geometry. The level of theory is ωB97M-V/def2-TZVPD.

Geometry as XYZ:
```
56
Properties=species:S:1:pos:R:3:forces:R:3
C -1.0923 -3.5629 0.7756 -0.874 -1.392 2.654
C -1.4436 -2.1638 0.7754 -6.212 -2.472 -1.011
N -2.6498 -1.7159 0.3937 -3.564 -10.304 -3.087
N -2.8733 -0.5160 0.6103 -4.049 1.694 -1.346
C -1.7658 -0.1292 0.9769 3.958 14.173 6.066
C -0.9395 -1.0956 1.2904 6.326 1.590 3.197
C 0.4292 -1.0164 1.7423 3.730 7.825 -3.285
O 1.0646 0.1618 1.7545 -2.764 -4.740 1.700
O 1.1130 -2.0472 1.3684 1.742 -2.909 1.474
C 2.6241 -2.0642 1.3427 -6.416 17.938 -5.537
H 2.9060 -2.7835 1.7061 5.101 -14.418 5.655
C 2.6786 -1.7631 -0.2683 4.215 -9.759 1.566
O 2.9105 -3.0065 -0.9978 -1.813 7.976 3.689
N 2.6271 -0.4842 -0.5788 -4.230 -6.398 -5.346
C 3.2093 0.4879 -0.0912 4.875 10.177 9.440
C 4.3779 0.3403 0.7975 0.214 -4.650 -5.095
C 5.0606 1.2978 1.3564 -1.129 7.727 2.255
C 4.3550 2.6380 1.3723 0.997 -1.869 -1.621
C 3.2894 2.9500 0.5685 0.973 -7.916 0.671
C 2.5718 1.8036 0.1174 0.598 -3.947 -5.031
N 1.3429 1.8608 -0.7596 7.509 12.590 10.663
C 0.7627 1.0093 -1.3303 1.368 -10.229 -5.090
O -0.2377 1.1244 -1.8992 -6.150 -0.025 -2.670
C 1.7826 -0.1927 -1.6545 -3.069 -0.093 -5.897
C 2.7918 0.4082 -3.1774 8.154 -8.035 13.621
H 3.4764 1.1037 -2.6054 -0.765 -0.430 -1.373
H 3.4711 -0.7594 -3.2182 -2.217 3.920 -0.693
H 2.2567 0.7031 -3.8386 -6.444 3.380 -8.336
C 0.9172 -1.4459 -2.2093 10.101 6.243 -7.949
H 0.3776 -1.0852 -3.0383 -0.991 1.078 -0.766
H 1.6277 -2.1045 -2.7505 -0.503 -0.130 1.117
H 0.3402 -1.8164 -1.6423 -7.443 -5.371 8.135
H 0.8423 2.7163 -0.4682 -0.181 -0.606 -0.845
H 2.6615 3.6716 0.5912 -3.026 6.049 0.307
H 4.8078 3.4711 1.7926 1.192 1.175 1.145
H 6.0165 1.5464 1.8399 -0.182 -1.874 -0.288
H 4.9738 -0.5796 0.4938 -0.876 0.592 0.969
H 2.9749 -1.1726 2.2155 -0.974 -2.185 -3.202
C -1.5953 1.5294 1.4324 1.683 -10.054 11.496
H -0.6223 1.7975 1.5498 2.896 0.216 0.387
H -1.9610 2.0248 0.8078 -6.145 7.633 -9.513
H -2.1306 1.8295 2.6260 1.507 -1.196 -3.725
C -4.2271 0.1029 0.2999 5.905 -3.570 0.180
C -4.7246 1.0418 1.0428 -1.636 7.021 2.868
C -5.9689 1.8256 0.5381 7.332 -3.322 4.763
C -6.3592 1.2477 -0.5366 -7.490 2.310 -3.664
C -5.8981 0.1525 -1.2102 0.253 -1.270 -1.630
C -4.6604 -0.4694 -0.8219 -8.090 4.822 -0.313
H -4.3337 -1.0510 -1.5143 2.999 -4.175 -3.191
H -6.6210 -0.0351 -2.0830 1.975 -0.574 1.035
H -7.4154 1.8202 -0.8828 2.682 -1.927 0.056
H -6.2613 2.6143 1.1394 -1.011 1.460 0.491
H -4.0077 1.5815 1.8207 -1.995 -1.686 -1.399
H -0.7701 -4.0040 1.7708 -0.446 1.005 -0.786
H -1.8402 -4.2442 0.4308 -0.538 0.016 -0.670
H -0.2418 -3.5535 0.2372 2.939 -1.086 -2.240
```
Forces are in eV/Å.

- HOMO (eV) = -7.9911
- max |F| (eV/Å) = 19.839
- net charge = 0
- frontier orbital gap (eV) = 7.4626